Record 1
Entry from OMol25: a cluster of 2 separate species, C12H19BClF5N2O7P in total (wB97M-V/def2-TZVPD).

```
! RIJCOSX wB97M-V def2-TZVPD def2/J DEFGRID3
* xyz 1 1
O 3.896 -2.836 -1.310
H 2.170 -5.751 1.468
H -3.512 2.402 1.821
H -5.315 1.004 -0.392
C -2.857 3.862 3.256
H 3.097 -1.381 -2.541
F -0.419 1.245 -3.151
C -1.839 1.350 -0.579
C -1.475 0.523 -3.566
H 3.799 -5.400 2.083
H 6.234 -3.746 1.814
H -3.696 4.513 3.488
H -0.153 1.162 2.302
P 3.470 -2.880 0.208
C -2.977 3.349 1.822
O -2.575 2.101 -1.375
F -1.540 -1.589 -2.510
F -2.427 1.340 -4.007
H -1.542 3.879 0.266
H -1.953 4.453 3.391
O 2.353 -2.016 0.599
O -4.492 1.453 -0.170
C -1.613 3.197 1.110
O -4.690 2.980 -2.039
F -3.337 -0.391 -2.352
H 2.493 -4.204 2.279
H 0.276 -1.101 1.334
H -0.817 3.482 1.798
C 5.979 -3.268 0.872
H 6.764 -2.567 0.597
C 2.909 -4.972 1.627
H 4.127 -0.752 -1.233
H 5.877 -4.023 0.094
O 4.759 -2.526 1.056
C -0.335 -0.379 0.807
F -1.097 -0.279 -4.554
Cl -3.980 4.493 0.854
B -3.988 2.210 -1.186
C -2.000 -0.367 -2.366
H -4.572 3.931 -1.957
H -2.883 3.033 3.961
C -0.578 0.900 1.342
H 4.861 -1.595 -2.614
N -0.792 -0.763 -0.353
C 3.998 -1.557 -1.956
N -1.525 0.119 -1.022
C -1.330 1.800 0.650
O 3.249 -4.435 0.336
*
```

Atomic partial charges in e from the Löwdin method, atoms 1 to 5: -0.21 0.09 0.09 0.14 -0.10


Record 2
Entry from OMol25: a structure of composition C15H24F9KN3O2Ta (wB97M-V/def2-TZVPD).

Its relative energy (zero: lowest compared OMol25 entry of this formula, charge and spin) is 12.2 kcal per mole.

```
! RIJCOSX wB97M-V def2-TZVPD def2/J DEFGRID3
* xyz 2 1
F 0.579 1.326 5.516
F 1.171 -1.227 5.167
H -0.398 2.398 -3.759
H -0.456 -1.101 -3.240
N 0.097 1.874 -0.386
C -1.330 -0.298 3.660
H -2.259 1.141 -1.524
F 2.426 -0.368 3.574
C -2.907 -1.312 0.313
C -0.277 4.016 -1.585
F -0.610 2.379 3.998
F -2.173 0.595 3.032
C 1.199 -0.879 3.861
H -1.172 -3.333 -0.300
C -2.030 2.216 -1.557
F -1.711 -0.394 4.951
H 2.057 -2.897 0.114
H 2.091 1.180 0.066
H 2.092 -1.298 0.866
C 0.123 0.143 3.469
C -0.534 2.499 -1.610
F 1.523 2.061 3.660
H -0.764 4.516 -0.730
C 1.387 -3.015 -2.622
H -2.492 2.638 -2.463
H -2.513 2.698 -0.689
C -0.849 -1.922 -2.626
N 0.726 -1.493 -0.798
C 0.239 -2.513 -1.743
F -1.542 -1.503 3.053
C 0.079 1.918 -2.887
C 0.412 1.465 4.187
H 2.876 -1.544 -0.722
H 1.157 2.117 -2.944
H 0.431 -4.107 -0.276
H -0.082 0.834 -2.970
H 2.122 -3.589 -2.048
H -0.702 -4.448 -1.611
H 1.999 2.418 -1.212
F 1.062 -2.010 3.110
Ta -0.033 -0.016 0.241
H 0.795 4.253 -1.587
H 1.889 -2.177 -3.119
H -1.198 -2.712 -3.310
O 0.289 0.344 2.049
K -0.645 2.993 1.477
C 2.005 -1.820 -0.107
H -1.713 -1.574 -2.051
N -1.889 -0.581 0.187
H 0.976 -3.678 -3.395
C -0.337 -3.670 -0.925
H 1.792 2.904 0.492
H -0.713 4.451 -2.496
O -3.831 -2.012 0.499
C 1.567 2.112 -0.250
*
```

Atomic partial charges in e from the Löwdin method, atoms 1 to 5: 0.22 0.21 0.12 0.07 -0.46


Record 3
Entry from OMol25: a cluster of 2 separate species, C13H13BO10PS2 in total (wB97M-V/def2-TZVPD).

```
! RIJCOSX wB97M-V def2-TZVPD def2/J DEFGRID3
* xyz -3 1
S -2.823 -2.958 -0.266
S -1.275 5.464 2.980
H -2.823 -0.220 -1.303
H -1.064 -2.778 -2.162
H 3.055 2.362 3.150
O 3.837 0.809 0.928
C -0.670 -1.129 -0.482
O -4.565 -2.960 -5.158
O -2.872 -4.518 -6.161
H 6.333 1.042 0.559
C 6.202 -0.013 1.066
C 0.769 -0.793 0.301
C 0.007 1.914 0.553
H -0.390 -3.435 -0.466
H -3.034 -2.017 0.787
C 4.657 -0.225 1.579
H 4.570 -0.092 2.738
C -1.813 0.052 -0.766
C 1.135 0.750 0.834
P -3.541 -4.066 -4.853
H 4.232 -1.308 1.318
O 2.510 1.529 3.034
C -1.441 1.588 -0.218
O -4.255 -5.261 -4.202
C -1.084 -2.648 -0.994
C -2.538 2.837 -0.407
C 0.197 3.491 1.030
O -2.948 -4.377 0.388
H -3.489 4.501 1.232
H 1.521 -1.673 0.501
C -2.522 3.949 0.843
H 6.441 -0.830 0.257
O -3.334 2.976 -1.470
O -2.471 -3.523 -3.892
C -1.207 4.239 1.544
B 2.560 1.026 1.636
O 1.342 4.177 0.991
H -2.218 4.872 3.877
H 6.947 -0.079 1.987
O -3.941 -2.671 -1.313
*
```

Atomic partial charges in e from the Löwdin method, atoms 1 to 5: 0.77 0.52 0.10 0.10 0.11


Record 4
Entry from OMol25: a structure of composition C22H36F30N8O23S10 (wB97M-V/def2-TZVPD).

Its relative energy (zero: lowest compared OMol25 entry of this formula, charge and spin) is 33.6 kcal per mole.

```
! RIJCOSX wB97M-V def2-TZVPD def2/J DEFGRID3
* xyz -2 1
C -7.651 -1.235 -3.797
F 3.399 5.035 0.828
F -0.298 -0.803 4.536
H -2.289 1.194 -2.013
H -2.625 0.427 -0.467
H 5.916 1.338 0.235
H -4.447 -1.683 -3.727
H 3.483 0.824 3.136
H -1.008 -1.861 -1.038
C -8.006 -3.779 -3.525
O -2.288 0.101 -4.622
O 3.267 0.908 8.426
F -1.840 -3.277 -3.295
F 1.768 -2.882 -3.709
N -8.054 -2.687 -5.749
O -0.480 1.030 0.920
H -8.552 -3.776 -2.582
S 7.820 4.280 2.408
O -2.018 3.296 -5.046
F -1.749 -2.185 -6.632
H 1.057 1.345 -0.415
O -4.429 -3.825 -2.084
O 4.525 -3.091 -1.245
O 5.326 0.233 2.372
F -0.695 -4.535 -1.794
C -0.006 1.928 1.958
F -2.034 -5.398 -3.222
H 4.529 2.028 3.196
C -8.343 -2.494 -4.278
H -0.423 2.221 -0.629
C 5.896 -0.191 3.594
O 2.615 -4.878 1.162
H 3.217 0.897 -0.908
F -5.578 3.377 -6.594
N -3.058 1.725 -6.657
C -0.621 0.131 -1.282
C -0.426 -0.017 5.583
H -8.013 -0.284 -4.191
C 3.506 0.473 0.054
S 1.296 0.410 6.329
F 8.426 2.882 0.231
F 1.037 1.939 10.579
C -3.108 -2.023 2.292
H 4.246 -0.327 0.001
F 2.943 2.942 10.600
H -5.591 -1.595 -2.250
H -5.001 -0.185 -2.986
H 0.634 -1.656 -0.673
N 2.220 -2.670 -0.340
H -8.166 -3.660 -6.011
N 6.123 4.291 1.937
N -0.301 -1.250 -0.644
H -9.427 -2.370 -4.273
F 2.060 -2.752 3.625
H 5.575 2.812 0.894
F -2.105 -2.806 2.678
N -2.710 -2.970 -0.442
N 0.811 1.306 7.574
C 2.581 -2.237 -2.908
F 9.682 2.621 1.966
O 2.834 -4.734 -1.712
S 2.291 1.934 8.140
S -3.209 2.607 -5.386
H -8.230 -4.722 -4.025
C 1.482 -2.746 2.405
C -2.138 0.284 -1.431
O 5.612 6.771 2.213
H -8.652 -2.131 -6.349
C -1.831 -4.324 -2.470
O -4.043 2.108 -4.310
S 5.372 5.444 2.776
F -1.210 -0.584 6.524
O -4.698 -3.810 1.176
H 0.614 2.764 1.633
C -2.479 -1.111 -6.991
F -4.831 4.891 -5.243
H -0.155 -0.019 -2.255
C 4.301 1.203 2.516
O 4.024 -2.783 1.553
S 2.783 -3.413 1.118
F -3.862 4.602 -7.263
H 3.346 2.431 1.000
F -2.418 -0.915 -8.284
N 5.215 2.068 0.290
H 6.073 0.594 4.330
C -5.289 -1.211 -3.224
C 8.448 2.756 1.564
H 2.601 -0.019 0.411
H -6.932 -3.779 -3.333
F 2.970 3.973 2.813
F 1.226 -1.427 2.166
F 0.405 -3.487 2.412
F 7.693 1.776 1.937
H 0.429 1.327 2.757
H 5.081 2.564 -0.582
C 3.552 5.050 2.207
H 5.316 -0.983 4.073
F -3.991 -2.075 3.264
H 6.823 -0.687 3.308
O -3.337 -5.372 -0.537
O -6.289 -1.244 -4.286
F 2.178 -0.981 -2.627
F 1.307 3.941 9.672
S -3.941 -2.663 0.687
O 2.781 3.027 7.295
F -2.735 -0.794 2.003
O 8.730 5.340 1.933
O 2.047 -0.758 6.723
H -2.603 -0.495 -2.034
F -3.761 -1.459 -6.674
S 3.103 -3.333 -1.385
H -7.651 -1.130 -2.712
O -0.633 0.674 -6.440
F 2.869 5.999 2.759
O -4.711 -1.566 0.128
F -0.985 1.125 5.220
C -4.454 3.978 -6.195
H -0.862 2.425 2.417
H -0.601 -1.232 0.326
S -3.276 -4.103 -1.267
C 4.021 1.576 1.020
C -0.028 1.230 -0.396
S -2.012 0.449 -6.017
H -7.090 -2.487 -6.004
O 7.901 3.987 3.827
O 5.397 5.245 4.212
O 1.961 1.218 5.297
C 1.829 2.723 9.879
F 3.709 -2.119 -3.641
*
```

Atomic partial charges in e from the Löwdin method, atoms 1 to 5: -0.16 0.08 0.14 0.09 0.09


Record 5
Entry from OMol25: a cluster of 2 separate species, C22H40ClF4IN3O9PS3 in total (wB97M-V/def2-TZVPD).

As for the SMILES: [H]/N=C(/C)C[C@](O[C@@H](C(F)(F)C(F)F)P(O)(O)=S)([C@@H](Cl)CC)[C@@](N)(I)O[C@@](S)(CCOC(C)=O)C/C(C)=N/[H].CCOS(C)(=O)=O.

```
! RIJCOSX wB97M-V def2-TZVPD def2/J DEFGRID3
* xyz 0 1
C -4.387 -4.563 1.564
F 4.701 -2.733 -0.161
H -3.564 -5.121 2.013
H 0.690 -2.616 1.771
N -4.853 -2.355 0.645
H 1.665 2.757 -0.992
H -0.183 0.209 -3.789
H -1.151 -0.675 6.432
H 0.743 7.460 2.283
H 0.530 -0.214 6.084
O 0.986 -5.099 -1.900
C 1.466 0.784 -1.708
H 1.539 1.596 0.318
C -2.391 1.454 -3.722
H 2.259 8.249 2.709
H -0.004 0.145 -0.314
H 0.525 -4.638 -1.172
O -0.928 1.364 4.015
H -3.034 -0.525 -3.140
C -0.432 -1.057 -2.072
H -2.731 0.130 -1.399
H -5.253 -4.611 2.232
H 3.239 6.013 3.332
H 3.526 6.486 -1.274
C 1.820 7.314 2.367
H -3.413 1.735 -4.004
H -2.628 -2.850 2.806
O -1.049 -0.859 3.883
C -0.301 -2.391 2.175
C 3.933 -1.822 -0.736
H -5.699 -2.864 0.380
C -0.850 0.309 4.553
C -0.368 -0.932 2.612
H -0.659 1.038 6.539
P 2.014 -4.174 -2.705
H -0.890 -0.309 1.880
C 1.974 1.754 -0.669
C -4.050 -3.120 1.253
H 0.584 -4.764 -4.191
H -2.935 -1.434 1.817
H 1.684 5.250 3.008
C -0.515 0.101 6.000
H 0.641 -0.522 2.735
C 0.085 0.224 -1.400
F 1.735 -1.408 0.062
H 2.139 7.558 -1.661
C -0.849 -0.621 -3.540
H -0.626 1.012 -1.682
H 1.686 -0.021 -3.420
C 1.778 -2.431 -2.088
O 2.095 4.751 0.445
N -2.579 -0.617 -0.739
S -1.139 -4.603 0.851
C -1.363 -2.781 1.121
C -1.619 -1.584 -1.138
H -2.222 1.868 -2.722
H 0.094 -4.684 1.376
F 2.369 -3.459 -0.004
H 2.122 5.843 -2.168
O -0.931 -2.047 -0.013
S 3.863 -4.667 -2.745
S 1.668 6.072 0.093
C 2.450 6.549 -1.408
O 1.341 -4.154 -4.156
H 1.823 6.432 4.314
O 0.399 -2.215 -2.125
H -4.649 -5.072 0.628
H 2.380 -1.868 -2.816
H 4.286 -1.658 -1.753
H -2.321 -0.209 0.153
H -0.440 -3.026 3.056
Cl -0.442 -1.825 -4.795
H 3.063 1.758 -0.640
C 2.439 -2.284 -0.688
H -2.553 -0.380 -4.797
H -1.720 1.933 -4.441
N 2.156 0.600 -2.763
F 4.062 -0.702 -0.032
C 2.163 6.180 3.309
C -2.755 -2.512 1.770
C -2.277 -0.079 -3.783
O 2.372 7.131 1.039
O 0.267 6.361 0.034
I -2.601 -3.271 -2.196
*
```

Atomic partial charges in e from the Löwdin method, atoms 1 to 5: -0.07 0.10 0.03 0.10 0.14


Record 6
Entry from OMol25: an isolated molecule of C20H12O (wB97M-V/def2-TZVPD).

As for the SMILES: C1=CC2=CC=C3c4ccc5c(c4C=C4C=CC(=C1)[C@@H]2[C@H]43)O5. Its relative energy (zero: lowest compared OMol25 entry of this formula, charge and spin) is 68.4 kcal per mole.

```
! RIJCOSX wB97M-V def2-TZVPD def2/J DEFGRID3
* xyz 0 1
C -0.864 -2.028 -0.571
C 0.431 2.843 0.421
H -1.452 1.583 -2.114
H -1.232 -2.948 -1.013
C -0.454 5.294 -0.719
C 0.880 -3.308 0.547
C -0.910 4.048 -1.213
C -0.454 2.843 -0.639
C 1.983 -3.458 1.511
C 0.396 5.298 0.352
C 0.438 -0.981 1.410
H -0.123 -1.161 2.346
C -0.749 0.384 -0.507
H 0.637 -4.147 -0.074
H 0.847 6.242 0.644
C 2.173 1.386 1.472
H 3.371 -2.417 2.764
C 0.901 1.560 0.946
H 3.720 0.011 2.150
C 0.118 -2.143 0.478
H 2.884 2.243 1.551
H -0.902 0.624 1.509
C 0.803 4.076 0.940
H 2.500 -4.410 1.641
C -0.080 0.386 0.854
C 2.450 -2.350 2.171
H -1.926 -0.804 -1.907
C 2.683 0.060 1.854
O -1.793 4.989 -0.716
C 1.874 -1.038 1.827
H 1.508 4.065 1.801
C -1.275 -0.844 -1.060
C -0.922 1.567 -1.191
*
```

Atomic partial charges in e from the Löwdin method, atoms 1 to 5: -0.04 -0.13 0.11 0.11 -0.17


What are the gap between HOMO and LUMO values for these records? In order: 8.4, 8.2, 1.7, 5.8, 9.3, 6.8 eV.
What are the HOMO level values for these records? In order: -12.95, -15.91, 2.64, -4.91, -8.96, -7.58 eV.